Formula: C13H34N4O5P2Se2TeW
Source: the Open Molecules 2025 dataset
Level of theory: ωB97M-V with the def2-TZVPD basis set

Energy relative to the best compared isomer or geometry (same formula, charge and spin)   9.8 kcal/mol
Calculated total energy   -188622.90817 eV
Lowest unoccupied orbital energy (alpha / beta)   0.235 / 0.234 eV
HOMO energy (alpha / beta)   -5.8 / -6.6 eV
Kohn-Sham gap (alpha / beta)   6.0 / 6.9 eV

```
! RIJCOSX wB97M-V def2-TZVPD def2/J DEFGRID3
* xyz 0 3
O 1.94 2.01 -3.72
H -0.01 -5.07 1.70
P -1.63 -0.86 0.45
H 3.04 -4.54 1.13
W 0.75 0.25 -1.87
Se 2.43 1.64 -0.67
C 1.45 5.39 -2.29
C -3.46 0.92 1.12
H -2.45 -1.73 2.99
C -2.97 -0.78 2.84
H -0.21 -3.78 2.89
H -2.60 -3.78 0.11
H 2.58 1.65 -4.35
C 1.04 0.40 2.63
H -4.03 -0.94 3.04
H -2.21 -2.41 -2.69
H -3.87 -3.21 -0.99
N 1.28 -3.43 1.46
O -0.81 0.22 -0.14
H -0.94 -1.31 -2.14
C 0.52 -4.33 2.31
H 2.15 -1.04 4.50
N -2.35 -1.82 -0.68
C 1.46 3.35 -0.93
C 1.52 -1.65 3.85
H -0.88 4.16 -2.23
H -4.55 0.81 1.21
Te 1.78 -1.31 -3.49
N -2.79 -0.33 1.47
N 1.45 -0.99 2.55
H 0.50 3.24 -0.42
C 2.28 3.33 -3.35
C -0.18 3.61 -2.86
H 1.97 -2.63 3.75
O 1.00 6.13 -3.41
H -0.31 3.94 -3.89
H 1.19 -4.86 2.99
H -2.58 -0.05 3.56
C -3.20 -2.91 -0.19
C -1.56 -2.18 -1.85
H 0.05 0.51 3.11
H 0.53 -1.74 4.32
H 3.27 3.36 -2.88
Se -0.90 1.72 -2.83
P 0.92 -1.85 1.24
C 2.24 -4.06 0.55
O 1.31 -1.34 -0.08
H -0.88 -3.02 -1.67
H 2.51 5.58 -2.10
H 1.74 -4.82 -0.06
H 1.77 0.96 3.21
H 2.05 4.08 -0.37
H 0.99 0.84 1.64
H -3.23 1.20 0.09
H -3.15 1.74 1.78
H 2.67 -3.32 -0.11
H 1.46 5.84 -4.20
O -0.73 -1.84 1.38
H 0.88 5.78 -1.45
H 2.30 3.97 -4.25
C 1.24 3.86 -2.37
H -3.79 -2.56 0.65
*
```

---

Formula: C13H35B4ClO14S3
Source: the Open Molecules 2025 dataset
Level of theory: ωB97M-V with the def2-TZVPD basis set

Calculated total energy   -90456.12011 eV
Lowest unoccupied orbital energy   0.327 eV
HOMO energy   -10.3 eV
Kohn-Sham gap   10.6 eV

```
! RIJCOSX wB97M-V def2-TZVPD def2/J DEFGRID3
* xyz 0 1
H -6.92 5.07 -2.52
B 0.04 0.64 0.08
H 6.28 4.87 -3.09
H 1.87 -1.38 1.11
B -2.82 -1.73 0.63
H -3.10 -8.68 4.34
H -1.35 4.74 -2.32
H 9.43 2.08 -1.30
O 7.00 3.21 -1.12
O -2.47 -2.47 1.77
H -5.59 5.63 0.20
C -3.01 -7.60 4.39
H 3.59 -0.83 1.39
C 2.84 -1.11 0.63
O -1.73 1.84 1.92
H -0.91 -8.86 0.32
H -3.23 -7.27 5.41
O -4.66 4.43 -1.23
H -0.96 3.75 1.04
H 3.28 0.16 -1.15
O 6.84 2.11 -3.34
H -3.93 -0.08 1.69
B -1.00 2.57 0.96
C 7.57 2.25 -0.22
H 3.17 -1.94 -0.02
O -0.35 1.98 -0.15
C -5.85 4.98 -0.65
C 8.67 1.43 -0.86
H 2.55 1.06 0.24
H 9.14 0.78 -0.12
H 4.85 4.69 -2.02
Cl 1.01 0.57 -2.59
H -2.28 -3.38 1.49
C -0.86 -7.78 0.19
H 0.15 -7.42 0.32
O -1.23 -7.67 2.70
H -2.96 -1.66 -1.32
C -6.70 5.71 -1.66
H -3.77 -7.17 3.74
H -0.89 -7.55 4.70
C 2.55 0.11 -0.33
H -7.65 6.03 -1.22
O -3.10 6.19 -0.45
H 6.78 1.60 0.19
O -3.80 6.09 -2.85
S 6.04 2.67 -2.29
O -3.24 -7.55 1.24
O -0.51 -0.10 1.16
O 4.96 1.93 -1.70
C -1.62 -7.16 3.99
O -1.66 -5.61 1.40
B -1.79 0.52 1.35
C -3.16 -0.18 0.91
C 5.43 4.24 -2.82
H -1.24 -7.51 -0.79
H 4.80 4.07 -3.70
H 0.92 -1.19 -0.95
H -2.61 3.53 -2.70
S -1.91 -7.02 1.39
H 7.98 2.81 0.62
H -6.41 4.14 -0.24
C -2.24 4.22 -1.95
S -3.47 5.44 -1.62
H -1.53 -6.07 4.00
H 8.28 0.79 -1.66
C 1.08 -0.11 -0.88
H -3.46 0.35 -0.03
H -6.20 6.60 -2.04
H -2.00 3.69 -1.03
O -2.86 -2.33 -0.64
*
```

---

Formula: C13H35BeFO18P3S2
Source: the Open Molecules 2025 dataset
Level of theory: ωB97M-V with the def2-TZVPD basis set

Energy relative to the best compared isomer or geometry (same formula, charge and spin)   241.1 kcal/mol
Calculated total energy   -103554.55468 eV
Lowest unoccupied orbital energy   -2.877 eV
HOMO energy   -5.0 eV
Kohn-Sham gap   2.1 eV

```
! RIJCOSX wB97M-V def2-TZVPD def2/J DEFGRID3
* xyz -1 1
C 6.43 2.06 -4.19
C -6.63 -2.07 -0.38
P -5.72 -4.47 -0.17
H -4.84 -7.51 1.29
H 7.56 0.76 1.39
O -2.26 -2.32 -6.83
H 5.84 0.69 0.87
C -0.57 -4.36 5.86
F -2.81 1.09 2.32
H 7.62 -2.17 -2.11
H 3.05 7.75 0.61
H -1.84 8.25 -0.73
H -7.50 -1.75 -0.95
H -5.71 -1.84 -0.92
C -1.29 7.62 -0.03
O -4.27 -4.07 -0.30
H -6.18 -7.62 0.02
S -1.50 -1.44 -5.93
H 6.60 2.24 1.30
H 7.17 1.29 -4.39
H -0.57 6.22 -3.91
H -1.47 8.03 0.96
C 2.95 7.84 -0.47
H 3.93 7.90 -0.94
O -0.54 -2.10 -5.08
O 7.00 -0.20 -2.52
Be -0.69 -0.52 -1.02
C 6.76 1.26 0.85
H -0.95 -4.30 4.84
O 0.64 -2.27 4.66
O 7.17 1.45 -0.53
C -5.74 -5.08 -2.78
O 0.91 7.45 -2.95
P 6.17 0.93 -1.80
O -6.46 -5.01 -1.58
C -5.37 -7.03 0.46
H 6.36 -1.88 -3.26
O 4.70 0.61 -1.45
C -0.57 -2.01 7.07
C -1.73 -4.17 6.89
H -6.78 -1.44 0.50
O -5.92 -5.73 0.85
H -2.16 -5.09 7.29
O 2.29 6.72 -0.96
H -0.20 7.76 -4.68
O 0.12 5.36 -1.65
P 0.77 6.72 -1.49
H -5.86 -5.96 -3.41
H -0.03 -5.30 6.02
H 2.33 8.71 -0.68
C -1.40 -3.03 7.83
H -0.75 -3.33 8.65
H -6.11 -4.40 -3.56
O 1.82 -3.08 6.73
H -4.61 -7.05 -0.32
O 6.24 2.21 -2.76
O -2.41 -0.68 -5.07
C 0.23 6.94 -4.11
H 5.93 -1.65 -1.67
O 0.05 7.74 -0.42
C 6.78 -1.51 -2.33
H -1.67 6.60 -0.11
H -4.66 -4.94 -2.79
S 0.58 -2.88 6.01
H -2.65 -3.83 6.42
H 1.07 6.50 -4.65
O -6.76 -3.33 0.27
H -1.20 -1.52 6.33
H -2.30 -2.69 8.35
H 6.80 2.98 -4.63
H 0.11 -1.29 7.53
O -0.79 -0.59 -6.93
H 5.50 1.84 -4.72
*
```

---

Formula: C13H36BrN3O3
Source: the Open Molecules 2025 dataset
Level of theory: ωB97M-V with the def2-TZVPD basis set

Energy relative to the best compared isomer or geometry (same formula, charge and spin)   15.8 kcal/mol
Calculated total energy   -94708.15831 eV
Lowest unoccupied orbital energy (alpha / beta)   -2.436 / -2.452 eV
HOMO energy (alpha / beta)   -4.7 / -10.5 eV
Kohn-Sham gap (alpha / beta)   2.2 / 8.0 eV

```
! RIJCOSX wB97M-V def2-TZVPD def2/J DEFGRID3
* xyz 1 2
H -1.94 -1.11 -4.45
H -3.75 -4.01 -1.60
H -4.21 -2.56 -2.59
C -4.05 -2.96 -1.59
H 1.06 3.25 -0.70
H 1.62 0.61 -2.26
H -2.17 -2.20 1.19
H -1.40 -0.22 -2.23
H 0.49 2.10 5.19
H 3.31 0.17 -0.80
H -3.79 -2.81 1.34
H 3.79 3.66 -1.12
H -4.32 -0.76 0.10
H 1.39 2.19 -2.92
H -0.20 1.98 6.89
H 0.26 -2.01 3.04
H 4.19 1.40 -0.09
C 4.06 0.92 -1.06
C -3.51 -0.72 -0.63
C 0.57 -1.33 3.83
H -3.90 -0.38 -1.59
H -4.95 -2.78 -1.00
C -1.38 -1.26 -2.57
H 1.35 -0.77 3.32
C 1.85 1.66 -2.08
H -1.27 2.02 5.44
H 4.86 3.34 -2.45
H -2.69 -0.06 -0.36
H 3.69 0.12 -3.64
H 0.87 -1.87 4.74
H -2.45 -3.77 0.61
C -0.29 0.21 5.69
O -2.21 -1.55 -3.64
H 3.60 1.76 -4.45
Br -1.77 1.47 1.92
N -3.01 -2.17 -0.75
O -0.02 -0.52 6.60
N 3.42 1.81 -2.23
C -1.56 -2.12 -1.35
H 5.04 1.17 -3.58
H -0.66 1.82 -0.27
H 5.02 0.57 -1.44
C 3.82 3.28 -2.14
H -1.46 -0.91 4.40
H 3.20 3.76 -2.90
O -0.13 1.71 -1.06
C 3.95 1.17 -3.60
C -0.30 1.72 5.84
C 1.16 2.17 -0.77
H -0.83 -1.85 -0.59
C -2.92 -2.79 0.68
H -0.37 -1.29 -2.99
H -1.25 -3.12 -1.66
N -0.59 -0.40 4.31
H -0.74 0.46 3.81
H 1.49 1.78 0.19
*
```